(one)
Below is a 2-piece molecular cluster, C4H9N2O overall, with properties calculated with the ωB97M-V functional and the def2-TZVPD basis.

Each line ends with the Löwdin charge.
CARTESIAN COORDINATES (ANGSTROEM)
O  -1.090  -3.470  1.743  -0.04
N  -0.231  0.734  0.478  0.13
N  0.283  -1.030  -0.711  0.11
C  0.474  1.249  -0.672  -0.20
C  0.694  0.064  -1.367  -0.03
C  -0.181  -0.591  0.435  -0.12
C  0.785  2.662  -0.779  -0.01
H  0.295  3.228  0.061  0.12
H  0.109  -2.035  -1.048  0.24
H  0.272  3.177  -1.559  0.09
H  -2.022  -3.266  1.732  0.04
H  1.069  -0.042  -2.413  0.16
H  -0.869  1.350  1.125  0.24
H  -0.773  -3.807  2.564  0.04
H  -0.597  -1.149  1.349  0.17
H  1.782  2.926  -0.939  0.08

Output
E_HOMO, eV: -13.801
HOMO-LUMO gap, hartree: 0.388
Charge: +1
LUMO energy, hartree: -0.11871

(two)
Below is a 2-piece molecular cluster, C4H9N2O overall, with properties calculated with the ωB97M-V functional and the def2-TZVPD basis.

Each line ends with the Löwdin charge.
CARTESIAN COORDINATES (ANGSTROEM)
O  0.791  2.225  1.861  -0.03
N  1.257  -1.400  -1.273  0.11
N  0.639  0.083  0.205  0.14
C  -0.535  -0.547  -0.279  -0.22
C  1.697  -0.551  -0.341  -0.05
C  -1.965  -0.237  -0.005  -0.01
C  -0.113  -1.307  -1.344  -0.01
H  0.760  1.010  0.717  0.12
H  0.641  3.179  1.932  0.09
H  -2.639  -1.048  -0.195  0.09
H  2.694  -0.182  -0.146  0.16
H  -2.348  0.505  -0.708  0.10
H  1.920  -1.812  -1.922  0.19
H  0.171  1.740  2.426  0.08
H  -0.901  -1.873  -1.889  0.16
H  -2.068  0.215  0.961  0.08

Output
E_HOMO, eV: -13.782
HOMO-LUMO gap, hartree: 0.395
Charge: +1
LUMO energy, hartree: -0.11176

(three)
Below is an isolated ion of composition C4H9N2O and charge +1, with properties calculated with the ωB97M-V functional and the def2-TZVPD basis.

Each line ends with the Löwdin charge.
CARTESIAN COORDINATES (ANGSTROEM)
O  -1.546  -1.257  0.628  -0.12
N  0.359  -1.133  -0.625  0.07
N  -2.462  -1.113  1.511  0.11
C  -0.250  2.228  -0.313  0.10
C  1.196  0.218  -0.325  -0.07
C  0.551  1.423  -1.049  -0.12
C  -0.259  -1.592  0.588  -0.11
H  -2.185  -1.311  2.616  0.15
H  1.130  0.446  0.732  0.11
H  1.129  -1.905  -0.888  0.24
H  -0.249  -0.980  -1.491  0.21
H  0.843  1.588  -2.049  0.09
H  2.217  0.050  -0.546  0.11
H  -0.597  3.006  -0.857  0.05
H  0.402  -1.653  1.366  0.12
H  -0.280  1.985  0.701  0.06

Output
E_HOMO (alpha / beta), eV: -13.759 / -13.429
HOMO-LUMO gap (alpha / beta), hartree: 0.335 / 0.342
Charge: +1
LUMO energy (alpha / beta), hartree: -0.17019 / -0.15165

Most favorable first, least favorable last: (two), (one), (three)

(one)
Below is an isolated ion of composition C4H9N2O and charge +1, with properties calculated with the ωB97M-V functional and the def2-TZVPD basis.

Each line ends with the Löwdin charge.
CARTESIAN COORDINATES (ANGSTROEM)
O  -3.063  -0.563  -0.353  0.15
N  1.208  -1.291  -0.491  0.27
N  -1.037  -1.435  0.579  0.13
C  0.146  -0.611  0.381  -0.19
C  -0.775  0.448  -0.417  -0.18
C  -1.889  -0.516  -0.076  -0.42
C  -0.870  1.847  0.182  -0.05
H  0.848  -1.322  -1.446  0.18
H  -0.446  0.671  -1.513  0.18
H  0.498  -0.379  1.394  0.17
H  -1.836  2.207  -0.085  0.08
H  0.053  2.359  -0.036  0.08
H  -1.011  1.968  1.328  0.13
H  -1.201  -1.934  1.437  0.15
H  1.347  -2.256  -0.300  0.16
H  2.075  -0.932  -0.246  0.14

Output
E_HOMO, eV: -14.307
HOMO-LUMO gap, hartree: 0.382
Charge: +1
SMILES string: C[C@@H]1C(=O)N[C@H]1[NH3+]
LUMO energy, hartree: -0.14411

(two)
Below is a 2-piece molecular cluster, C4H9N2O overall, with properties calculated with the ωB97M-V functional and the def2-TZVPD basis.

Each line ends with the Löwdin charge.
CARTESIAN COORDINATES (ANGSTROEM)
O  1.057  -3.311  -2.104  -0.06
N  0.589  0.825  -0.389  0.16
N  -0.389  -0.956  0.446  0.12
C  -0.446  1.288  0.426  -0.23
C  -1.123  0.191  0.842  0.02
C  0.627  -0.544  -0.289  -0.05
C  -0.723  2.660  0.992  0.01
H  1.513  1.222  -0.517  0.18
H  -1.463  2.564  1.772  0.09
H  1.110  -1.067  -1.109  0.15
H  -1.157  3.425  0.355  0.09
H  0.228  3.030  1.347  0.09
H  -1.822  0.240  1.669  0.14
H  0.370  -3.889  -2.450  0.05
H  -0.163  -1.753  1.037  0.19
H  1.792  -3.925  -2.028  0.05

Output
E_HOMO, eV: -14.241
HOMO-LUMO gap, hartree: 0.375
Charge: +1
LUMO energy, hartree: -0.14829

Most favorable first, least favorable last: (two), (one)